[1]
Molecular formula: C35H32N5OPS10Zr
Method: DFT, ωB97M-V/def2-TZVPD

## Properties
Energy above the lowest of the compared OMol25 structures with the same formula, charge and spin in eV: 0.055
Multiplicity: 1
Net charge: -2
Strongest force on any atom in hartree/bohr: 0.00910
Gap between HOMO and LUMO in eV: 6.592

```
85
C35H32N5OPS10Zr, DFT ωB97M-V/def2-TZVPD
Zr 0.12301 0.18472 2.03467
S -1.61472 -6.97381 2.39729
S -3.81142 -4.97210 2.35974
S 2.37225 0.69090 6.69256
S -5.10103 -2.29973 2.64705
S -2.02433 -1.11478 3.07252
S -1.40338 1.30560 0.21244
S -1.14136 -4.04256 2.73688
S 1.64304 -0.72517 4.13005
S -1.66041 1.91189 3.07697
S -1.68493 -2.45273 -0.50935
P 1.88497 0.31594 -0.60285
O 0.91446 1.61539 4.70569
N -5.31949 2.90182 3.22171
N -4.93113 1.85679 -0.92858
N -2.89350 -0.75866 -2.19664
N 1.49710 -2.89032 1.40048
N -3.91007 -2.69085 -2.00345
C 0.97489 0.05739 -2.17721
C 4.54365 -0.47214 -0.05568
C 3.59136 -0.22060 -1.05057
C -2.36641 -2.79991 2.78416
C -4.93479 -1.36897 1.10527
C 1.45652 -2.43828 -2.05247
C 2.62845 2.83656 -1.66454
C 6.20625 -0.87495 -1.77793
C 3.96704 -0.29946 -2.39154
C 0.17690 -1.38886 -3.91940
C 0.34364 1.12518 -2.81398
C 1.76390 2.78083 0.60325
C 5.26233 -0.62120 -2.76121
C -2.41388 1.81014 1.53487
C -3.75641 2.09353 1.34554
C 2.14825 2.11882 -0.56983
C -4.91551 -1.85323 -2.63622
C -2.83971 -1.95405 -1.58288
C -4.59724 2.52938 2.40390
C 1.62663 0.60338 5.21562
C 2.12494 4.88954 -0.54904
C 1.47763 2.04928 1.85525
C 0.74308 2.82460 5.43431
C -4.37609 1.96215 0.07759
C 4.22671 -0.36304 1.40488
C 1.71307 4.18410 0.56310
C -3.63417 -3.26057 2.61419
C 0.85924 -1.23318 -2.71723
C 2.62560 4.21872 -1.66421
C -0.40084 -0.31561 -4.57587
C -4.12563 -0.56100 -2.93651
C 0.94414 -1.88376 1.54926
C -2.15872 -5.40417 2.49003
C -0.33244 0.94786 -4.01158
C 5.84045 -0.79889 -0.44563
H 2.07625 5.97269 -0.54453
H 2.41105 1.60807 2.23634
H -0.93067 -0.47333 -5.50742
H 0.18741 2.63546 6.35293
H 2.97293 2.30126 -2.54246
H 3.24010 -0.75687 1.64211
H -3.92521 -0.96873 1.02873
H 1.71324 3.25839 5.68280
H 0.08343 -2.38668 -4.33144
H 0.95496 -3.34139 -2.39713
H 2.98644 4.76820 -2.52465
H 5.52518 -0.68045 -3.81014
H -3.92304 -0.44890 -4.00696
H 6.57280 -1.00343 0.32598
H 4.26111 0.67902 1.73195
H -2.38995 0.00755 -1.77489
H 1.34992 -2.40445 -0.96720
H 0.17479 3.47098 4.76809
H 7.22206 -1.13747 -2.04673
H 4.94795 -0.92245 1.99982
H -4.14082 -3.50429 -1.45857
H 0.37974 2.11202 -2.37347
H -0.81284 1.79423 -4.48530
H -5.75633 -1.65187 -1.96528
H 2.52168 -2.52671 -2.27709
H 3.22855 -0.11538 -3.16291
H 1.13532 2.75953 2.60953
H -5.29382 -2.31954 -3.54801
H -5.16839 -1.99336 0.24387
H -4.65348 0.31774 -2.57131
H 1.36002 4.71100 1.44136
H -5.64233 -0.54274 1.15707
```

Results of the Löwdin charge analysis, in e, for atoms 1 through 5:
1 Zr 0.950
2 S 0.419
3 S 0.863
4 S 0.546
5 S 0.793

***

[2]
Molecular formula: CH5OS
Method: DFT, ωB97M-V/def2-TZVPD

## Properties
Energy above the lowest of the compared OMol25 structures with the same formula, charge and spin in eV: 0.365
Multiplicity: 1
Net charge: -1
Strongest force on any atom in hartree/bohr: 0.03220
Gap between HOMO and LUMO in eV: 6.874

```
8
CH5OS, DFT ωB97M-V/def2-TZVPD
S -1.38919 -0.18281 0.79574
O 1.52827 0.20030 1.74366
C -0.80599 -0.17230 -0.97073
H -1.35001 0.20734 -1.86101
H 0.22628 0.18382 -1.00400
H 1.90175 0.82219 1.10310
H 0.58083 0.19461 1.34176
H -0.69195 -1.25315 -1.14853
```

Results of the Löwdin charge analysis, in e, for atoms 1 through 5:
1 S 0.098
2 O -0.210
3 C -0.682
4 H -0.004
5 H -0.030

***

[3]
Molecular formula: C6H16N2O
Method: DFT, ωB97M-V/def2-TZVPD

## Properties
Energy above the lowest of the compared OMol25 structures with the same formula, charge and spin in eV: 3.955
Multiplicity: 1
Strongest force on any atom in hartree/bohr: 0.11764
Gap between HOMO and LUMO in eV: 7.899

```
25
C6H16N2O, DFT ωB97M-V/def2-TZVPD
O 0.41489 -1.81438 0.83664
N 1.69536 -0.18818 -0.77543
N -2.57267 -1.62704 0.76193
C 0.88576 0.70908 0.04703
C -1.33429 -0.84191 -1.44689
C 1.66499 1.12022 1.28636
C -1.36733 -0.39337 -0.01034
C 0.41090 1.93873 -0.70338
C -0.35164 -0.69314 0.94700
H -1.93995 0.50467 0.19087
H -1.05542 -0.02822 -2.11849
H 2.64241 -0.34225 -0.42506
H -2.33828 -1.15810 -1.73580
H -2.17301 -2.56031 0.64001
H -0.51724 -0.37303 1.97224
H 2.55578 1.71191 1.01912
H 1.05398 1.73914 1.94867
H 2.01220 0.25286 1.85417
H 1.25166 2.60698 -0.94834
H 1.78508 0.11810 -1.73956
H -0.31137 2.50585 -0.11112
H -0.66932 -1.69307 -1.59648
H 0.94162 -1.68865 -0.00490
H -2.63187 -1.50052 1.77392
H -0.05225 1.69462 -1.66217
```

Results of the Löwdin charge analysis, in e, for atoms 1 through 5:
1 O -0.035
2 N 0.042
3 N -0.012
4 C -0.469
5 C -0.070